A molecular structure, C20H43CrO7SSi, computed with ωB97M-V with the def2-TZVPD basis set.

## Properties
HOMO (alpha / beta) = -14.5 / -15.0 eV
Kohn-Sham gap (alpha / beta) = 6.6 / 8.7 eV
total energy = -3046.3094 Ha

Geometry as ORCA input:
```
! wB97M-V def2-TZVPD RIJCOSX def2/J DEFGRID3
* xyz 2 4
Cr -0.03 -0.54 -0.18
C 1.12 2.21 -0.44
C 2.23 1.19 -0.57
O 1.92 -0.02 0.16
C 2.09 0.07 1.60
C 1.47 -1.19 2.17
O 0.15 -1.34 1.60
C -1.07 -1.24 2.38
C -1.84 -0.02 1.93
O -1.91 -0.11 0.48
C -2.41 1.07 -0.18
C -1.34 2.15 -0.24
O -0.12 1.49 -0.61
H 1.21 2.97 -1.22
H 1.10 2.71 0.53
H 3.18 1.59 -0.22
H 2.36 0.86 -1.61
H 1.58 0.97 1.97
H 3.15 0.14 1.83
H 1.41 -1.15 3.26
H 2.02 -2.08 1.86
H -0.83 -1.19 3.45
H -1.61 -2.16 2.17
H -1.34 0.91 2.21
H -2.85 -0.02 2.33
H -3.30 1.43 0.33
H -2.69 0.73 -1.18
H -1.19 2.65 0.72
H -1.60 2.90 -0.99
C 2.41 -6.75 -0.52
C 2.66 -5.25 -0.51
C 2.77 -4.69 -1.92
C 3.88 -4.90 0.32
O 1.54 -4.60 0.18
Si 0.03 -4.30 -0.30
S 0.02 -2.37 -1.38
O -0.92 -4.02 0.99
C -1.07 -4.96 2.11
C 0.02 -4.65 3.13
C -2.46 -4.74 2.68
C -0.94 -6.39 1.61
O -0.46 -5.37 -1.38
C -1.62 -5.61 -2.23
C -1.34 -4.93 -3.56
C -1.71 -7.12 -2.38
C -2.86 -5.04 -1.57
H 3.22 -7.26 -1.04
H 1.48 -6.98 -1.03
H 2.36 -7.14 0.50
H 3.64 -5.12 -2.42
H 2.90 -3.61 -1.89
H 1.89 -4.93 -2.51
H 4.77 -5.38 -0.10
H 3.76 -5.25 1.35
H 4.04 -3.83 0.33
H -0.12 -3.65 3.55
H 1.00 -4.71 2.67
H -0.01 -5.35 3.96
H -2.59 -3.73 3.07
H -2.66 -5.43 3.49
H -3.22 -4.90 1.91
H 0.06 -6.58 1.20
H -1.68 -6.60 0.85
H -1.09 -7.09 2.43
H -0.41 -5.30 -3.99
H -1.27 -3.85 -3.45
H -2.15 -5.14 -4.26
H -0.80 -7.51 -2.85
H -2.56 -7.38 -3.01
H -1.84 -7.60 -1.41
H -2.77 -3.97 -1.39
H -3.06 -5.54 -0.62
H -3.73 -5.20 -2.21
*
```

---

A molecular structure, C27H24F5N9OTi in a non-equilibrium geometry, computed with ωB97M-V with the def2-TZVPD basis set.

## Properties
HOMO (alpha / beta) = -5.6 / -5.6 eV
ΔE to the lowest compared entry with this formula, charge and spin = 26.89 kcal/mol
Kohn-Sham gap (alpha / beta) = 5.1 / 5.1 eV
total energy = -2960.2078 Ha

Geometry as ORCA input:
```
! wB97M-V def2-TZVPD RIJCOSX def2/J DEFGRID3
* xyz 0 1
Ti -0.31 -0.29 0.11
C -2.01 -2.87 4.74
C -0.99 -1.94 4.89
C -0.77 -0.98 3.92
C -1.56 -0.96 2.76
C -2.55 -1.92 2.60
C -2.78 -2.86 3.60
N -1.31 0.02 1.80
C -1.08 1.27 2.30
C -1.84 1.85 3.31
C -1.60 3.16 3.69
C -0.58 3.89 3.09
C 0.23 3.33 2.12
C 0.00 2.00 1.71
N 0.68 1.25 0.81
N 1.72 1.72 0.14
C 2.12 0.91 -0.84
C 3.36 1.13 -1.49
C 3.78 0.26 -2.45
C 2.97 -0.83 -2.80
C 1.75 -0.96 -2.17
N 1.31 -0.14 -1.21
H -2.19 -3.60 5.51
H -0.37 -1.95 5.77
H 0.03 -0.26 4.02
H -3.16 -1.92 1.71
H -3.58 -3.58 3.48
H -2.63 1.27 3.76
H -2.19 3.60 4.47
H -0.42 4.92 3.39
H 1.04 3.89 1.68
H 3.95 1.98 -1.17
H 4.74 0.40 -2.94
H 3.27 -1.53 -3.56
H 1.07 -1.76 -2.46
C -4.36 2.69 0.37
N -3.30 2.64 -0.63
C -2.46 3.82 -0.58
C -2.63 1.43 -0.78
N -1.34 1.26 -0.85
N -3.46 0.34 -0.98
C -3.04 -0.95 -1.11
N -3.99 -1.81 -1.65
N -1.84 -1.33 -0.78
H -4.94 3.60 0.23
H -3.95 2.69 1.39
H -5.03 1.84 0.28
H -3.09 4.70 -0.58
H -1.83 3.85 -1.47
H -1.82 3.85 0.31
H -0.83 2.14 -0.77
H -4.42 0.55 -1.20
H -4.96 -1.56 -1.55
H -3.79 -2.80 -1.57
H -1.72 -2.33 -0.93
F 3.50 -6.29 0.49
C 2.77 -5.16 0.60
C 2.99 -4.28 1.66
F 3.92 -4.58 2.58
C 2.26 -3.11 1.76
F 2.48 -2.26 2.78
C 1.26 -2.76 0.82
O 0.56 -1.68 0.91
C 1.06 -3.70 -0.22
F 0.08 -3.42 -1.12
C 1.79 -4.87 -0.34
F 1.55 -5.71 -1.36
*
```

---

A molecular structure, C21H25BrCoN8O3, computed with ωB97M-V with the def2-TZVPD basis set.

## Properties
HOMO (alpha / beta) = -10.9 / -10.9 eV
ΔE to the lowest compared entry with this formula, charge and spin = 0.00 kcal/mol
Kohn-Sham gap (alpha / beta) = 8.6 / 6.0 eV
total energy = -5435.5678 Ha

Geometry as ORCA input:
```
! wB97M-V def2-TZVPD RIJCOSX def2/J DEFGRID3
* xyz 1 5
Co -0.23 0.30 0.68
O 3.07 -2.65 3.59
C 2.43 -3.62 2.89
C 2.61 -4.98 3.16
C 1.95 -5.93 2.41
C 1.10 -5.55 1.38
C 0.92 -4.21 1.11
C 1.57 -3.23 1.86
C 1.35 -1.77 1.56
O 0.03 -1.45 1.43
N 2.05 -1.41 0.31
N 1.54 -0.44 -0.43
C 2.07 -0.11 -1.54
C 1.56 0.97 -2.38
Br 0.21 2.06 -1.58
C 1.99 1.24 -3.60
C 1.52 2.37 -4.45
C 0.42 2.23 -5.29
C 0.00 3.30 -6.07
C 0.67 4.51 -6.02
C 1.77 4.65 -5.19
C 2.20 3.58 -4.41
H 3.60 -3.04 4.29
H 3.27 -5.27 3.97
H 2.10 -6.98 2.64
H 0.59 -6.30 0.79
H 0.26 -3.89 0.31
H 1.77 -1.17 2.38
H 2.93 -1.85 0.07
H 2.95 -0.63 -1.91
H 2.77 0.60 -4.00
H -0.11 1.28 -5.33
H -0.86 3.18 -6.72
H 0.34 5.34 -6.63
H 2.31 5.59 -5.15
H 3.06 3.69 -3.76
C -3.14 -2.66 -1.64
N -3.79 -1.51 -1.03
C -5.13 -1.21 -1.56
C -3.00 -0.55 -0.49
N -1.71 -0.52 -0.57
N -3.68 0.43 0.22
C -3.12 1.48 0.93
N -4.04 2.32 1.47
N -1.85 1.61 1.07
H -3.87 -3.46 -1.72
H -2.34 -3.02 -1.01
H -2.76 -2.44 -2.64
H -5.64 -2.14 -1.73
H -5.08 -0.65 -2.50
H -5.74 -0.64 -0.86
H -1.35 -1.26 -1.16
H -4.66 0.28 0.35
H -5.02 2.25 1.26
H -3.74 3.09 2.04
H -1.58 2.43 1.59
O 0.65 2.09 4.23
C 0.68 1.66 3.13
N 0.74 1.24 2.01
*
```

---

A molecular structure, C17H14F5N7OReS2 in a non-equilibrium geometry, computed with ωB97M-V with the def2-TZVPD basis set.

## Properties
HOMO (alpha / beta) = -14.1 / -14.3 eV
Kohn-Sham gap (alpha / beta) = 5.2 / 5.8 eV
total energy = -2488.1565 Ha

Geometry as ORCA input:
```
! wB97M-V def2-TZVPD RIJCOSX def2/J DEFGRID3
* xyz 2 2
Re 0.13 0.02 -0.09
N 2.88 -0.49 -3.50
C 2.18 -0.47 -2.38
S 0.64 0.41 -2.40
N 2.63 -1.06 -1.30
N 1.93 -0.99 -0.19
C 2.41 -1.46 0.92
C 1.61 -1.28 2.10
C 1.98 -1.72 3.37
C 1.12 -1.49 4.44
C -0.08 -0.83 4.21
C -0.38 -0.41 2.93
N 0.44 -0.62 1.90
H 2.56 0.01 -4.32
H 3.78 -0.94 -3.53
H 3.38 -1.94 0.95
H 2.91 -2.23 3.51
H 1.39 -1.81 5.43
H -0.79 -0.65 5.01
H -1.31 0.10 2.70
C -0.40 -5.74 -0.61
C -1.18 -5.03 0.50
C -1.53 -3.65 0.10
N -0.72 -2.66 0.15
N -1.21 -1.50 -0.27
C -2.50 -1.56 -0.66
N -3.19 -0.52 -1.09
S -3.11 -3.17 -0.52
H -0.12 -6.72 -0.27
H 0.50 -5.19 -0.87
H -1.01 -5.85 -1.50
H -0.55 -4.97 1.39
H -2.08 -5.59 0.73
H -2.77 0.40 -1.09
H -4.16 -0.60 -1.38
F 0.38 6.64 -0.52
C -0.03 5.40 -0.39
C 0.89 4.39 -0.08
F 2.17 4.68 0.10
C 0.43 3.10 0.03
F 1.28 2.03 0.30
C -0.92 2.72 -0.14
O -1.29 1.48 -0.07
C -1.83 3.77 -0.42
F -3.11 3.47 -0.57
C -1.39 5.08 -0.56
F -2.25 6.03 -0.87
*
```